(1)
The following is a DFT calculation (ωB97M-V/def2-TZVPD) of 2 unconnected molecules or ions with the total composition C4H4SSe at a distorted geometry.

Cartesian coordinates (Å):
C 0.03 1.10 0.38
C 1.35 1.04 0.27
C 0.43 -1.14 0.02
C -0.53 -0.23 0.25
S 2.03 -0.53 -0.06
Se -2.33 -0.76 0.44
H -0.66 1.85 0.54
H 2.07 1.95 0.31
H 0.18 -2.27 -0.06
H -2.57 -1.01 -2.10

Results
E_LUMO (spin up / spin down): -0.08069 / -0.08077 Eh
gap between HOMO and LUMO (spin up / spin down): 6.5686 / 6.5681 eV
relative energy (zero: lowest compared OMol25 entry of this formula, charge and spin): 308.7 kJ/mol

***

(2)
The following is a DFT calculation (ωB97M-V/def2-TZVPD) of 6 unconnected molecules or ions with the total composition C28H65N7O6 at a distorted geometry.

Cartesian coordinates (Å):
O 0.43 -1.17 -0.16
C 0.34 0.19 -0.26
O 1.05 0.73 -1.15
O -0.38 0.78 0.54
H 1.08 -1.16 -0.87
C 0.11 -6.46 3.12
N 1.56 -6.30 2.69
C 2.29 -7.51 3.30
C 1.68 -6.64 1.20
C 2.33 -5.04 3.17
C 1.76 -3.70 2.64
O 1.71 -3.61 1.29
H -0.28 -7.39 2.71
H -0.43 -5.63 2.67
H 0.06 -6.42 4.20
H 2.33 -7.40 4.38
H 3.30 -7.53 2.89
H 1.93 -8.46 2.89
H 0.81 -6.20 0.72
H 1.59 -7.69 0.93
H 2.56 -6.22 0.72
H 3.27 -5.18 2.64
H 2.61 -4.94 4.22
H 2.34 -2.84 3.00
H 0.73 -3.57 2.97
H 1.54 -2.70 1.04
C -0.68 2.76 4.20
N -2.03 3.33 3.83
C -3.16 2.67 4.64
C -1.98 4.84 4.13
C -2.36 3.11 2.28
C -1.57 3.68 1.10
O -0.23 3.31 1.22
H 0.07 3.33 3.65
H -0.72 1.70 3.95
H -0.50 2.84 5.27
H -3.14 1.62 4.34
H -4.13 3.11 4.41
H -2.90 2.82 5.69
H -1.85 5.02 5.20
H -3.01 5.10 3.87
H -1.28 5.33 3.45
H -3.38 3.47 2.14
H -2.43 2.03 2.12
H -1.60 4.77 1.06
H -2.02 3.60 0.11
H -0.21 2.36 1.08
C -4.28 -3.34 2.26
N -3.34 -2.30 1.79
C -4.01 -1.56 0.56
C -3.30 -1.16 2.79
C -1.89 -2.73 1.66
C -1.61 -3.62 0.51
O -1.80 -2.79 -0.66
H -4.42 -4.10 1.49
H -5.20 -2.80 2.48
H -3.81 -3.95 3.03
H -4.99 -1.11 0.70
H -4.16 -2.18 -0.32
H -3.35 -0.75 0.23
H -2.52 -0.44 2.52
H -2.89 -1.50 3.73
H -4.30 -0.72 2.86
H -1.54 -3.26 2.54
H -1.24 -1.86 1.67
H -2.24 -4.49 0.34
H -0.62 -4.04 0.38
H -1.13 -2.10 -0.73
C 4.17 2.06 -1.74
C 4.67 1.15 -2.92
N 3.97 1.37 -4.18
C 2.64 1.72 -4.47
C 2.51 1.80 -5.84
N 3.75 1.45 -6.39
C 4.62 1.16 -5.38
C 4.12 1.06 -7.82
H 4.61 1.53 -0.89
H 3.09 1.97 -1.82
H 4.40 3.12 -1.87
H 4.39 0.11 -2.72
H 5.75 1.25 -3.06
H 1.86 1.78 -3.72
H 1.67 1.83 -6.52
H 5.66 0.91 -5.53
H 4.47 0.03 -7.74
H 4.81 1.81 -8.18
H 3.30 1.08 -8.54
C 0.99 6.28 -1.96
C 0.56 4.84 -1.72
N -0.21 4.26 -2.78
C -0.70 4.83 -4.02
C -1.29 3.79 -4.72
N -1.30 2.62 -3.93
C -0.71 2.94 -2.73
C -2.01 1.38 -4.33
H 1.79 6.39 -2.69
H 1.12 6.85 -1.04
H 0.09 6.78 -2.31
H -0.01 4.61 -0.82
H 1.42 4.20 -1.58
H -0.39 5.81 -4.35
H -1.64 3.78 -5.74
H -0.50 2.31 -1.87
H -2.74 1.44 -5.14
H -2.37 0.95 -3.40
H -1.12 0.80 -4.56

Results
E_LUMO: -0.29067 Eh
gap between HOMO and LUMO: 10.1364 eV
relative energy (zero: lowest compared OMol25 entry of this formula, charge and spin): 406.2 kJ/mol
total charge: +4

***

(3)
The following is a DFT calculation (ωB97M-V/def2-TZVPD) of a molecular structure, C16H20Cl2FGaN3O2 at a distorted geometry.

Cartesian coordinates (Å):
C 0.74 4.49 -0.56
C 2.20 3.75 -0.66
Cl 2.27 1.89 -0.33
C 3.47 4.50 -0.97
Cl 5.15 3.68 -1.03
Ga 3.23 6.56 -1.29
F 2.06 6.88 -2.81
C 2.45 7.31 0.50
O 3.57 7.94 1.26
N 3.90 7.01 2.20
O 4.94 6.48 1.84
H -0.11 3.68 -0.66
H 0.54 5.31 -1.37
H 0.61 4.97 0.52
H 4.62 7.31 -1.54
H 2.04 6.46 1.22
H 1.56 8.07 0.31
C 3.18 -2.38 -1.12
N 1.80 -2.70 -0.70
C 1.07 -1.75 -0.07
C -0.25 -2.01 0.30
C -0.84 -3.25 0.02
C -0.04 -4.21 -0.62
C 1.28 -3.91 -0.96
C -2.25 -3.54 0.34
C -3.14 -3.91 -0.67
C -4.46 -4.24 -0.36
N -4.90 -4.20 0.92
C -4.06 -3.82 1.92
C -2.74 -3.48 1.65
C -6.28 -4.60 1.25
H 3.74 -2.07 -0.23
H 3.13 -1.57 -1.85
H 3.65 -3.26 -1.57
H 1.54 -0.79 0.12
H -0.82 -1.22 0.79
H -0.43 -5.20 -0.84
H 1.92 -4.64 -1.46
H -2.83 -3.95 -1.71
H -5.17 -4.54 -1.13
H -4.47 -3.81 2.93
H -2.09 -3.20 2.47
H -6.76 -3.76 1.76
H -6.23 -5.48 1.89
H -6.83 -4.83 0.33

Results
E_LUMO: -0.23317 Eh
gap between HOMO and LUMO: 2.1082 eV
total charge: +1

***

(4)
The following is a DFT calculation (ωB97M-V/def2-TZVPD) of a molecular structure, C31H51F6GeHoN2O10PSSi at a distorted geometry.

Cartesian coordinates (Å):
Ho -0.33 -0.72 1.64
O 3.17 -3.23 2.05
C 2.21 -2.49 2.29
O 0.97 -2.53 1.81
C 2.43 -1.41 3.30
C 3.43 -1.50 4.28
C 3.68 -0.38 5.05
C 2.97 0.81 4.80
C 2.06 0.84 3.78
N 1.71 -0.25 3.10
H 3.82 -2.50 4.51
H 4.45 -0.46 5.83
H 3.08 1.61 5.46
H 1.57 1.80 3.43
C -4.37 -5.10 -4.04
C -4.14 -4.22 -2.87
C -4.42 -4.72 -1.56
C -4.11 -3.96 -0.47
C -3.48 -2.71 -0.69
C -3.34 -2.11 -1.92
C -3.71 -2.91 -3.01
S -3.14 -1.94 0.86
O -4.33 -2.08 1.64
O -1.87 -2.51 1.40
N -2.53 -0.48 0.62
C -3.43 0.64 0.65
C -2.67 1.87 0.39
O -2.87 2.74 -0.41
O -1.61 1.96 1.37
H -5.44 -5.00 -4.44
H -4.23 -6.18 -3.72
H -3.60 -4.87 -4.85
H -4.83 -5.75 -1.44
H -4.25 -4.25 0.58
H -2.81 -1.17 -2.05
H -3.59 -2.58 -4.04
H -3.93 0.70 1.68
H -4.30 0.62 -0.08
F -3.40 0.34 4.44
P -1.95 0.38 5.07
F -1.94 -1.21 5.15
F -1.30 0.20 3.42
F -0.44 0.36 5.58
F -1.78 2.01 4.78
F -2.59 0.62 6.54
C -1.84 5.32 4.04
Ge -2.26 4.50 2.33
C -3.88 3.55 2.79
C -2.80 5.87 1.04
C -0.97 3.23 1.56
H -1.76 4.48 4.74
H -2.70 5.93 4.38
H -0.98 5.95 3.98
H -4.46 4.25 3.44
H -3.83 2.57 3.28
H -4.44 3.40 1.89
H -3.83 6.12 1.26
H -2.69 5.56 -0.01
H -2.06 6.72 1.15
H -0.16 3.23 2.32
H -0.48 3.57 0.57
C 0.54 3.04 -2.68
C 0.97 1.70 -3.28
C -0.19 0.87 -3.88
C 2.08 1.92 -4.32
O 1.57 1.04 -2.20
Si 1.59 -0.42 -1.44
O 0.57 -0.18 -0.16
O 1.13 -1.69 -2.37
C 1.82 -2.94 -2.79
C 3.14 -2.66 -3.56
C 0.77 -3.69 -3.59
C 2.12 -3.86 -1.57
O 3.15 -0.69 -0.89
C 4.21 0.31 -0.57
C 4.67 1.09 -1.78
C 3.65 1.39 0.42
C 5.35 -0.50 0.02
H 0.12 3.71 -3.43
H 1.43 3.55 -2.25
H -0.19 2.88 -1.86
H -0.46 1.18 -4.86
H -1.07 0.89 -3.21
H 0.11 -0.18 -3.87
H 1.61 2.59 -5.13
H 2.40 0.93 -4.77
H 3.00 2.41 -3.88
H 2.87 -2.02 -4.44
H 3.53 -3.54 -4.08
H 3.85 -2.11 -2.95
H 0.67 -3.29 -4.61
H -0.24 -3.73 -3.04
H 1.08 -4.76 -3.76
H 2.77 -3.31 -0.90
H 2.65 -4.77 -1.93
H 1.25 -4.08 -0.94
H 3.86 1.79 -2.02
H 4.67 0.36 -2.64
H 5.65 1.53 -1.76
H 2.74 1.80 -0.06
H 4.35 2.18 0.59
H 3.37 0.91 1.37
H 5.60 -1.35 -0.63
H 5.17 -0.89 1.03
H 6.31 0.08 0.05

Results
E_LUMO (spin up / spin down): 0.13741 / 0.13741 Eh
gap between HOMO and LUMO (spin up / spin down): 2.3622 / 6.3760 eV
total charge: -2
multiplicity: 6

***

(5)
The following is a DFT calculation (ωB97M-V/def2-TZVPD) of a molecular structure, C40H46BrCrGe2N5O10 at a distorted geometry.

Cartesian coordinates (Å):
Cr 0.21 0.19 -0.36
C -0.79 1.63 2.31
O -0.60 1.81 0.90
C -1.27 2.88 0.34
C -1.82 3.90 1.09
C -2.51 4.93 0.45
Br -3.28 6.30 1.50
C -2.62 4.96 -0.92
C -2.03 3.95 -1.68
C -1.37 2.91 -1.04
O -0.85 1.84 -1.74
C -2.14 4.00 -3.14
N -3.20 4.37 -3.79
C -2.87 4.27 -5.13
C -3.63 4.57 -6.26
C -3.04 4.41 -7.50
C -1.72 3.94 -7.62
C -0.95 3.63 -6.52
C -1.55 3.82 -5.28
N -1.10 3.61 -3.98
H -0.25 2.41 2.86
H -0.38 0.66 2.57
H -1.85 1.65 2.55
H -1.74 3.91 2.17
H -3.16 5.75 -1.43
H -1.17 1.88 -2.65
H -4.65 4.91 -6.16
H -3.59 4.66 -8.39
H -1.30 3.81 -8.61
H 0.06 3.28 -6.61
H -0.13 3.54 -3.71
C 4.52 -1.45 1.95
C 3.49 -1.36 0.82
Ge 1.90 -0.28 1.34
C 2.61 1.47 2.02
C 2.70 1.58 3.54
C 1.22 -1.27 2.91
C 0.14 -2.01 3.12
Ge -1.35 -2.33 1.81
C -1.04 -3.89 0.60
C -1.11 -5.28 1.23
C -3.22 -1.93 2.40
C -3.55 -2.22 3.87
C -0.08 -2.81 4.35
C -0.97 -3.89 4.35
C -1.14 -4.69 5.46
C -0.44 -4.41 6.63
C 0.42 -3.33 6.66
C 0.61 -2.53 5.54
H 5.41 -2.00 1.62
H 4.12 -1.97 2.81
H 4.84 -0.45 2.26
H 3.17 -2.36 0.52
H 3.95 -0.90 -0.06
H 1.98 2.27 1.62
H 3.59 1.61 1.57
H 1.72 1.43 4.01
H 3.06 2.56 3.84
H 3.38 0.83 3.95
H 1.97 -1.26 3.70
H -0.05 -3.72 0.17
H -1.77 -3.79 -0.20
H -0.35 -5.42 2.00
H -0.95 -6.04 0.47
H -2.09 -5.47 1.68
H -3.87 -2.51 1.74
H -3.38 -0.88 2.19
H -3.58 -3.29 4.08
H -4.53 -1.81 4.09
H -2.83 -1.75 4.55
H -1.52 -4.12 3.44
H -1.83 -5.52 5.43
H -0.57 -5.03 7.50
H 0.97 -3.10 7.57
H 1.28 -1.69 5.60
N -1.09 -1.01 -2.88
C -2.31 -1.72 -2.48
C -3.14 -0.90 -1.50
C -2.42 -0.44 -0.24
O -2.88 0.43 0.45
O -1.30 -1.13 0.11
H -1.26 -0.51 -3.75
H -0.35 -1.67 -3.07
H -2.01 -2.65 -1.99
H -2.94 -1.98 -3.33
H -3.97 -1.51 -1.14
H -3.58 -0.02 -1.97
O 1.45 -0.90 -1.54
C 2.14 0.14 -1.73
O 1.80 1.19 -1.10
C 3.29 0.15 -2.65
C 3.65 -1.00 -3.34
C 4.74 -0.96 -4.20
C 5.48 0.19 -4.38
C 5.10 1.32 -3.68
C 4.02 1.32 -2.82
N 5.86 2.57 -3.87
O 6.83 2.52 -4.60
O 5.47 3.55 -3.28
N 5.11 -2.18 -4.93
O 4.43 -3.17 -4.75
O 6.08 -2.12 -5.66
H 3.09 -1.92 -3.21
H 6.32 0.21 -5.05
H 3.75 2.21 -2.28

Results
E_LUMO (spin up / spin down): -0.11849 / -0.11846 Eh
gap between HOMO and LUMO (spin up / spin down): 7.5327 / 7.5324 eV
relative energy (zero: lowest compared OMol25 entry of this formula, charge and spin): 112.5 kJ/mol
total charge: +1
multiplicity: 4

***

(6)
The following is a DFT calculation (ωB97M-V/def2-TZVPD) of 2 unconnected molecules or ions with the total composition C3H6N2O2 at a distorted geometry.

Cartesian coordinates (Å):
C -0.84 0.03 -0.07
C 1.18 0.18 -0.71
C -2.25 -0.40 0.18
N 0.03 -0.49 -0.85
N 0.97 1.33 0.01
O -0.38 1.11 0.60
O 2.47 -1.01 0.71
H 1.79 -0.02 -1.52
H -2.48 -1.03 0.95
H -2.77 -0.78 -0.76
H -2.77 0.41 0.53
H 1.69 1.65 0.67
H 3.37 -0.99 0.24

Results
E_LUMO (spin up / spin down): -0.00182 / -0.00186 Eh
gap between HOMO and LUMO (spin up / spin down): 8.3089 / 8.2978 eV
relative energy (zero: lowest compared OMol25 entry of this formula, charge and spin): 579.6 kJ/mol